Entry 1:
119
Properties=species:S:1:pos:R:3 method="wB97M-V/def2-TZVPD" multiplicity=2 charge=+2 e_above_lowest_ev=0.2832 orbital_gap_ev="6.3821 / 6.6568" s2=0.76 e_homo_ev="-11.215 / -11.490"
Co -1.689 -0.840 -0.734
N -2.235 0.779 2.196
C -3.336 0.359 1.558
N -4.506 0.657 2.104
C -5.580 0.132 1.515
N -6.781 0.461 1.993
N -5.532 -0.730 0.485
C -4.336 -0.977 0.015
N -3.190 -0.389 0.437
C -4.139 -2.023 -0.979
C -5.154 -2.859 -1.417
C -4.842 -3.897 -2.275
C -3.521 -4.062 -2.665
C -2.562 -3.178 -2.201
N -2.859 -2.174 -1.380
H -2.364 1.403 2.973
H -1.349 0.696 1.722
H -6.842 1.023 2.823
H -7.603 0.039 1.599
H -6.158 -2.675 -1.063
H -5.607 -4.580 -2.616
H -3.238 -4.865 -3.331
H -1.521 -3.260 -2.484
C 4.888 2.767 -2.290
C 4.758 1.686 -1.221
N 3.359 1.424 -0.878
C 2.741 0.380 -1.459
C 1.444 0.027 -1.231
C 0.957 -1.250 -1.857
O 1.699 -1.864 -2.603
O -0.228 -1.636 -1.536
C 0.655 0.798 -0.346
O -0.551 0.548 -0.053
C 1.300 1.957 0.235
C 0.600 2.817 1.080
C 1.223 3.853 1.721
F 0.449 4.582 2.556
C 2.583 4.139 1.535
C 3.257 3.330 0.619
C 2.658 2.241 -0.015
N 3.271 5.205 2.158
C 4.646 5.000 2.595
C 5.438 6.290 2.331
N 4.488 7.446 2.404
C 3.511 7.227 3.511
C 2.564 6.097 3.084
H 5.934 2.942 -2.535
H 4.445 3.706 -1.957
H 4.372 2.455 -3.198
H 5.301 1.953 -0.314
H 5.190 0.756 -1.585
H 3.329 -0.228 -2.135
H -0.459 2.672 1.239
H 4.281 3.575 0.387
H 5.108 4.182 2.054
H 4.682 4.739 3.660
H 5.900 6.289 1.346
H 6.213 6.429 3.083
H 3.960 7.486 1.530
H 4.994 8.325 2.513
H 2.952 8.139 3.708
H 4.077 6.978 4.407
H 1.702 6.520 2.574
H 2.204 5.586 3.982
C -0.388 -6.028 5.260
C 0.618 -5.105 5.022
C 0.525 -4.231 3.946
C -0.578 -4.279 3.103
C -1.592 -5.195 3.355
C -1.495 -6.072 4.425
Sb -0.703 -3.029 1.329
C -0.594 -4.781 0.064
C 0.542 -5.261 -0.575
C 0.493 -6.450 -1.291
C -0.683 -7.182 -1.351
C -1.817 -6.711 -0.706
C -1.777 -5.508 -0.018
C 1.249 -2.137 1.622
C 1.283 -1.063 2.509
C 2.476 -0.409 2.779
C 3.649 -0.821 2.161
C 3.624 -1.893 1.283
C 2.428 -2.547 1.011
H -0.315 -6.705 6.100
H 1.483 -5.065 5.673
H 1.323 -3.522 3.766
H -2.467 -5.235 2.717
H -2.284 -6.790 4.608
H 1.475 -4.719 -0.529
H 1.381 -6.809 -1.795
H -0.716 -8.116 -1.895
H -2.737 -7.283 -0.744
H -2.682 -5.137 0.455
H 0.374 -0.752 3.017
H 2.497 0.412 3.488
H 4.582 -0.309 2.369
H 4.537 -2.237 0.811
H 2.428 -3.381 0.325
C -3.327 -0.940 -4.548
N -2.556 0.276 -4.590
C -1.590 0.351 -5.674
C -2.443 1.122 -3.517
N -2.417 0.734 -2.275
N -2.351 2.448 -3.858
C -3.005 3.007 -5.030
C -1.800 3.407 -2.927
H -3.953 -0.992 -5.444
H -3.970 -0.937 -3.672
H -2.690 -1.824 -4.527
H -0.771 -0.357 -5.508
H -1.165 1.348 -5.742
H -2.075 0.110 -6.621
H -2.495 1.541 -1.665
H -3.578 2.237 -5.536
H -2.281 3.427 -5.733
H -3.689 3.801 -4.723
H -0.979 2.951 -2.372
H -2.544 3.785 -2.216
H -1.409 4.254 -3.491



Entry 2:
109
Properties=species:S:1:pos:R:3 method="wB97M-V/def2-TZVPD" multiplicity=6 orbital_gap_ev="7.1345 / 7.0269" s2=8.77 e_homo_ev="-6.740 / -6.898"
Mn -0.267 -0.430 0.464
S -1.641 0.438 -1.306
C -3.250 -0.084 -0.823
C -4.195 -0.401 -1.798
C -5.451 -0.857 -1.432
C -5.788 -0.992 -0.091
C -4.863 -0.663 0.887
C -3.604 -0.197 0.533
As -2.185 0.228 1.784
C -2.219 2.188 1.728
C -1.393 2.885 2.606
C -1.331 4.269 2.568
C -2.085 4.971 1.638
C -2.911 4.283 0.762
C -2.980 2.899 0.809
C -3.074 -0.005 3.499
C -4.128 0.827 3.867
C -4.764 0.643 5.084
C -4.345 -0.366 5.942
C -3.286 -1.187 5.586
C -2.651 -1.006 4.365
H -3.916 -0.306 -2.839
H -6.168 -1.122 -2.200
H -6.770 -1.351 0.190
H -5.117 -0.774 1.935
H -0.803 2.338 3.337
H -0.690 4.805 3.256
H -2.025 6.051 1.596
H -3.502 4.824 0.034
H -3.626 2.372 0.119
H -4.446 1.617 3.197
H -5.586 1.289 5.366
H -4.847 -0.510 6.890
H -2.952 -1.964 6.262
H -1.825 -1.645 4.074
C 2.354 4.201 2.907
Ge 3.525 2.625 2.822
C 4.477 2.325 4.523
C 4.826 2.858 1.363
C 2.327 1.070 2.484
Se 1.707 1.017 0.621
C 3.188 -0.034 -0.084
H 2.938 5.121 2.905
H 1.744 4.181 3.810
H 1.693 4.209 2.040
H 5.100 3.191 4.751
H 5.123 1.449 4.454
H 3.780 2.178 5.347
H 5.340 3.810 1.494
H 4.320 2.875 0.397
H 5.576 2.067 1.356
H 1.431 1.156 3.100
H 2.786 0.104 2.692
H 4.114 0.377 0.310
H 3.161 0.055 -1.166
H 3.062 -1.077 0.198
C 4.160 -7.842 3.003
C 3.209 -6.707 2.736
C 3.518 -5.406 3.102
C 2.644 -4.353 2.859
C 3.057 -2.961 3.282
C 1.417 -4.596 2.223
As 0.272 -2.966 1.963
N 0.534 -2.304 0.284
C 1.068 -2.814 -0.881
C 1.074 -2.002 -2.039
C 1.558 -2.457 -3.250
C 2.079 -3.740 -3.366
C 2.118 -4.542 -2.237
C 1.632 -4.095 -1.019
C -1.550 -3.753 2.062
C -1.939 -4.077 3.374
C -0.949 -4.073 4.513
C -3.253 -4.436 3.649
C -4.214 -4.477 2.652
C -5.642 -4.850 2.943
C -3.817 -4.182 1.356
C -2.509 -3.833 1.034
C -2.199 -3.634 -0.425
C 1.094 -5.907 1.844
C -0.190 -6.255 1.136
C 1.991 -6.935 2.109
H 5.089 -7.476 3.439
H 4.394 -8.374 2.080
H 3.714 -8.559 3.695
H 4.468 -5.203 3.586
H 4.074 -2.966 3.673
H 2.385 -2.576 4.051
H 3.014 -2.275 2.433
H 0.664 -1.002 -1.971
H 1.520 -1.805 -4.114
H 2.447 -4.101 -4.317
H 2.533 -5.541 -2.303
H 1.698 -4.734 -0.153
H -0.345 -3.160 4.519
H -0.254 -4.911 4.425
H -1.463 -4.153 5.470
H -3.532 -4.684 4.668
H -5.783 -5.069 4.001
H -5.933 -5.729 2.366
H -6.317 -4.038 2.665
H -4.552 -4.225 0.559
H -3.101 -3.760 -1.024
H -1.447 -4.338 -0.789
H -1.812 -2.641 -0.625
H -0.460 -5.491 0.410
H -1.012 -6.351 1.848
H -0.087 -7.204 0.608
H 1.737 -7.944 1.801



Entry 3:
159
Properties=species:S:1:pos:R:3 method="wB97M-V/def2-TZVPD" charge=-1 orbital_gap_ev=5.9589 e_homo_ev=-4.808
C 6.384 -2.448 0.914
C 4.823 -2.776 1.193
F 4.497 -2.150 2.460
C 3.886 -2.290 -0.001
In 1.965 -1.471 0.941
C 0.255 -2.295 -0.340
C -0.373 -3.653 0.241
C -1.613 -3.471 1.250
S -2.923 -2.276 0.708
C 1.826 0.816 0.770
C 0.729 1.446 1.750
O -0.195 2.182 1.343
I 0.931 0.919 3.883
H 6.601 -1.395 1.312
H 6.604 -2.435 -0.208
H 7.007 -3.220 1.467
H 4.685 -3.909 1.312
H 4.409 -1.456 -0.574
H 3.652 -3.147 -0.722
H 1.813 -1.901 2.672
H 0.741 -2.570 -1.347
H -0.495 -1.474 -0.575
H 0.464 -4.160 0.852
H -0.648 -4.424 -0.569
H -2.129 -4.499 1.317
H -1.301 -3.231 2.327
H -2.469 -1.039 1.189
H 2.842 1.274 1.006
H 1.582 1.127 -0.310
C -2.794 -4.879 -4.258
C -2.869 -3.458 -3.799
O -1.712 -3.315 -2.999
C -0.804 -4.190 -3.517
O 0.370 -4.162 -3.280
O -1.392 -5.097 -4.346
F -3.958 -3.258 -3.019
H -3.224 -5.579 -3.535
H -3.276 -5.031 -5.222
H -2.850 -2.723 -4.607
C 4.740 -2.458 5.461
C 5.882 -2.836 6.351
O 5.855 -1.834 7.351
C 4.554 -1.450 7.446
O 4.101 -0.820 8.361
O 3.825 -1.871 6.382
F 7.062 -2.758 5.692
H 5.020 -1.719 4.706
H 4.298 -3.318 4.959
H 5.783 -3.821 6.816
C 2.989 2.052 8.476
C 1.986 2.922 9.163
O 1.932 4.065 8.331
C 2.232 3.620 7.078
O 2.023 4.240 6.076
O 2.794 2.377 7.107
F 2.425 3.299 10.390
H 4.018 2.290 8.761
H 2.813 0.992 8.655
H 0.989 2.480 9.246
C -4.927 -8.764 -6.305
C -6.402 -8.629 -6.095
O -6.529 -7.349 -5.509
C -5.482 -6.623 -5.993
O -5.407 -5.433 -5.935
O -4.534 -7.422 -6.557
F -6.855 -9.556 -5.212
H -4.407 -9.135 -5.417
H -4.684 -9.410 -7.149
H -6.993 -8.673 -7.014
C 4.327 6.790 4.304
C 3.046 7.454 3.910
O 3.384 8.109 2.702
C 4.377 7.360 2.146
O 4.727 7.447 1.006
O 4.916 6.493 3.044
F 2.679 8.387 4.821
H 4.992 7.452 4.866
H 4.163 5.882 4.884
H 2.218 6.763 3.734
C 3.472 8.466 -1.775
C 2.190 9.119 -2.175
O 2.523 9.776 -3.383
C 3.523 9.031 -3.936
O 3.873 9.118 -5.075
O 4.067 8.169 -3.033
F 1.815 10.054 -1.265
H 4.127 9.136 -1.212
H 3.313 7.561 -1.191
H 1.370 8.426 -2.351
C -3.215 3.582 1.531
C -4.163 4.731 1.404
O -5.431 4.121 1.526
C -5.232 3.025 2.314
O -6.109 2.419 2.852
O -3.911 2.713 2.417
F -4.075 5.303 0.174
H -3.042 3.071 0.580
H -2.252 3.879 1.948
H -4.048 5.496 2.177
C -1.216 -1.500 -8.718
C -0.845 -1.362 -7.275
O -1.612 -2.372 -6.649
C -1.771 -3.347 -7.589
O -2.128 -4.458 -7.346
O -1.463 -2.896 -8.837
F -1.231 -0.161 -6.785
H -2.124 -0.948 -8.974
H -0.414 -1.185 -9.386
H 0.216 -1.524 -7.065
C -0.441 5.342 -2.702
C 0.904 5.794 -3.180
O 1.573 4.583 -3.455
C 0.596 3.696 -3.801
O 0.797 2.659 -4.353
O -0.640 4.148 -3.446
F 1.579 6.448 -2.197
H -0.452 5.110 -1.633
H -1.225 6.071 -2.911
H 0.876 6.412 -4.083
C -6.181 -12.717 -9.291
C -7.656 -12.578 -9.078
O -7.777 -11.296 -8.494
C -6.730 -10.574 -8.979
O -6.652 -9.383 -8.922
O -5.785 -11.375 -9.544
F -8.110 -13.500 -8.197
H -5.661 -13.088 -8.404
H -5.941 -13.363 -10.135
H -8.249 -12.621 -9.996
C 5.095 1.531 -3.007
C 6.093 0.488 -3.401
O 7.060 0.566 -2.373
C 6.383 0.987 -1.267
O 6.807 0.912 -0.154
O 5.161 1.497 -1.588
F 6.689 0.802 -4.579
H 5.367 2.530 -3.360
H 4.089 1.297 -3.358
H 5.689 -0.527 -3.449
C -6.873 6.724 4.202
C -6.940 8.150 4.648
O -5.780 8.295 5.442
C -4.876 7.412 4.931
O -3.707 7.438 5.166
O -5.471 6.500 4.112
F -8.028 8.366 5.428
H -7.304 6.033 4.931
H -7.358 6.564 3.238
H -6.920 8.878 3.832
C 0.533 -1.802 7.516
C 0.899 -1.646 8.958
O 0.119 -2.637 9.597
C -0.044 -3.625 8.671
O -0.414 -4.731 8.928
O 0.274 -3.197 7.418
F 0.522 -0.428 9.429
H -0.369 -1.245 7.247
H 1.342 -1.504 6.847
H 1.957 -1.814 9.174